1.
C28H29BrLiN4O4S2 as an isolated structure. Source: OMol25; level of theory: ωB97M-V/def2-TZVPD.

Each line ends with the Mulliken charge.
Atoms and positions in Å:
C: 4.19 -0.19 0.62  1.122
H: 3.66 2.12 -1.81  0.512
C: -0.81 -2.12 -5.43  -1.393
C: 4.47 0.85 -0.30  -0.787
O: -1.31 -2.25 0.55  -0.949
H: 1.74 6.94 -0.19  0.366
C: 0.95 3.14 1.04  -0.204
C: 0.61 -2.37 2.73  -0.130
N: -1.12 -0.10 -4.06  -0.240
C: 3.51 -2.18 2.45  -0.180
H: -3.23 -1.10 -3.58  0.484
C: 0.35 5.34 0.23  1.055
C: 2.87 -0.69 0.66  0.558
H: -3.85 -2.61 -1.05  0.251
C: -0.61 -1.47 -4.07  0.255
H: 5.48 1.26 -0.34  0.375
H: -0.59 0.53 -4.64  0.365
C: -0.78 -2.79 2.82  0.627
C: -3.29 -1.08 -2.50  -0.949
H: 0.45 -1.48 -3.80  0.277
C: 1.31 4.35 0.47  -0.715
H: -3.51 -3.23 -2.67  0.297
H: 2.34 4.53 0.19  0.340
H: 0.71 6.49 -1.55  0.261
H: 3.26 -2.97 3.15  0.540
C: -3.05 -2.96 1.99  -0.496
C: 4.84 -1.70 2.38  -0.765
C: 2.20 0.72 -1.03  0.240
O: -1.37 0.67 0.65  -0.844
C: -0.37 2.91 1.39  -0.310
C: -1.45 0.54 -2.88  0.024
H: 5.59 -2.11 3.05  0.371
N: 1.21 -2.13 1.63  -0.214
H: -2.29 0.20 -1.09  0.153
C: 0.73 6.62 -0.46  -1.431
C: -2.55 -3.60 4.25  -0.104
O: 0.33 0.59 2.33  -0.624
C: -1.24 -3.25 4.07  -0.721
C: 2.53 -1.69 1.64  -0.439
C: -3.46 -3.44 3.20  -0.647
H: -1.13 -2.05 -3.31  -0.050
H: -0.20 -1.62 -6.20  0.355
H: 1.69 2.37 1.23  0.631
C: 3.49 1.31 -1.11  -0.799
Li: -0.14 -0.75 0.68  0.804
H: -2.36 3.69 1.47  0.422
H: -4.25 -0.64 -2.24  0.485
H: -3.77 -2.81 1.19  0.221
H: -1.86 -2.04 -5.74  0.318
O: -1.90 1.46 2.90  -0.783
C: 5.18 -0.72 1.50  -0.905
C: -0.96 5.10 0.62  -0.692
C: -1.68 -2.65 1.70  0.435
H: -4.51 -3.68 3.37  0.380
H: -0.53 -3.34 4.89  0.448
H: 1.41 1.07 -1.68  -0.072
N: 1.90 -0.24 -0.19  -0.087
H: 1.12 -2.21 3.69  0.382
S: -0.90 2.10 -2.59  -0.346
C: -3.20 -2.50 -1.92  -0.771
N: -2.26 -0.13 -2.05  0.200
S: -0.88 1.29 1.90  1.523
Br: -3.14 -4.27 5.93  -0.281
H: -2.20 -2.73 -1.57  0.117
H: 6.19 -0.33 1.44  0.365
C: -1.33 3.89 1.19  -0.686
H: 0.03 7.43 -0.22  0.379
H: -1.71 5.86 0.45  0.307
H: -0.53 -3.17 -5.41  0.370

The value obtained for the energy relative to the best compared isomer or geometry (same formula, charge and spin) is 91.9 kJ/mol. Its net charge is -1.



2.
C26H18Cl2N5O4PbS2 as an isolated structure. Source: OMol25; level of theory: ωB97M-V/def2-TZVPD.

Each line ends with the Mulliken charge.
Atoms and positions in Å:
C: 2.39 -1.13 1.32  1.419
H: 8.04 0.27 0.20  0.438
H: -8.28 0.97 0.21  0.508
C: 1.46 -3.35 0.85  0.926
N: 0.05 -1.35 1.02  -0.177
N: 7.45 -0.50 -1.66  -0.579
H: -2.77 2.57 0.27  0.469
H: -6.70 2.39 -1.18  0.409
H: -1.67 -0.57 2.80  0.415
C: 0.25 1.90 -1.06  -0.274
H: -0.68 2.39 -0.83  0.320
C: 2.43 0.50 -1.81  -0.462
C: 1.21 -0.09 -1.70  -0.871
C: -7.28 0.65 0.08  -0.452
C: -4.07 1.87 -1.47  0.055
H: 4.46 -1.11 1.68  0.528
C: -4.92 -2.16 0.99  0.191
H: 6.36 1.81 0.41  0.466
C: 5.37 1.34 -1.39  0.582
C: 6.34 1.16 -0.41  -0.398
Cl: 0.08 -4.33 0.38  -0.133
C: 3.74 -3.15 1.27  -0.195
C: 5.44 0.54 -2.57  -0.366
C: 2.67 -3.94 0.97  -0.645
H: 3.27 -0.16 -1.89  0.563
N: -2.16 0.78 1.27  0.497
C: -6.42 1.42 -0.64  -0.550
O: -5.81 -2.99 1.60  -0.460
H: 1.54 3.47 -0.54  0.414
C: -5.56 -0.98 0.37  0.322
Cl: 2.17 0.45 1.69  -0.045
N: -4.74 -0.16 -0.25  -0.045
C: -6.85 -0.54 0.61  -0.609
C: -2.65 2.10 1.24  -0.521
C: 2.66 1.81 -1.39  1.297
H: 6.69 -0.92 -3.49  0.358
H: 4.60 -3.78 1.49  0.391
H: 2.86 -5.03 0.81  0.384
C: -1.98 0.41 2.56  -0.470
S: -2.32 1.67 3.72  -0.136
Pb: -2.20 -0.56 -0.81  1.315
H: 4.78 0.67 -3.41  0.561
H: -5.27 -3.74 2.04  0.403
C: -5.09 0.96 -0.76  0.981
O: -3.69 -2.22 1.08  -0.523
O: -4.38 3.04 -1.66  -0.671
H: -7.51 -1.20 1.11  0.509
C: 3.67 -1.75 1.35  -1.015
C: 1.50 2.52 -1.00  -1.206
C: 6.53 -0.27 -2.61  -0.407
O: -2.92 1.38 -1.73  -0.708
C: 7.33 0.27 -0.56  -0.413
S: 4.11 2.62 -1.25  -0.273
H: 1.15 -1.14 -2.00  0.385
H: -3.19 3.78 2.52  0.413
C: 1.18 -1.96 1.06  -1.317
N: 0.13 0.62 -1.35  -0.073
C: -2.80 2.74 2.43  -0.527

The value obtained for the energy relative to the best compared isomer or geometry (same formula, charge and spin) is 148.6 kJ/mol. Its net charge is +1.



3.
C24H35N2W as an isolated structure. Source: OMol25; level of theory: ωB97M-V/def2-TZVPD.

Each line ends with the Mulliken charge.
Atoms and positions in Å:
N: -0.04 0.16 2.14  -0.072
C: -1.82 1.08 -0.12  -1.102
H: 3.53 0.12 0.25  0.334
H: -2.34 3.70 -0.94  0.412
C: 1.42 -1.82 0.67  0.142
C: 1.94 2.38 -1.40  -0.878
H: -2.07 0.27 5.19  0.323
H: -0.99 -3.68 -2.06  0.355
N: -0.04 0.04 4.60  -0.055
W: -0.02 -0.17 0.20  -0.330
C: -2.42 0.69 -2.57  -2.199
C: 0.93 -1.22 -1.52  0.354
C: 0.12 -2.35 0.35  1.158
H: 2.80 -1.13 2.18  0.311
C: -2.74 2.91 -1.57  -1.762
H: 0.81 -0.51 6.42  0.273
H: -1.78 -3.21 0.91  0.376
C: 2.18 2.80 -2.71  -0.762
H: -1.10 1.79 5.19  0.333
C: 1.14 -0.82 -2.94  -1.342
H: 2.74 2.35 -0.67  0.525
C: -1.09 0.71 5.40  -0.807
C: -2.21 -0.25 0.25  -1.429
H: 3.19 3.08 -3.02  0.393
H: -3.75 2.66 -1.22  0.468
C: -0.17 2.53 -3.23  -0.404
H: -1.81 -0.21 -2.69  0.282
C: -0.16 -2.02 -1.02  0.584
H: -1.00 2.60 -3.95  0.323
H: -0.74 -2.83 2.28  0.261
H: -2.76 -0.88 -0.45  0.322
H: -0.84 0.55 6.45  0.267
H: -2.46 -0.43 1.30  0.332
H: 0.20 -0.69 -3.49  0.362
H: 1.69 0.13 -3.02  0.227
H: -3.43 0.37 -2.29  0.481
H: -1.83 1.84 0.67  0.440
H: 0.40 2.00 0.12  0.919
H: 1.72 -1.59 -3.48  0.318
H: -2.82 3.29 -2.59  0.377
C: -0.06 0.08 3.32  0.565
C: 1.12 2.88 -3.63  -0.865
H: -2.49 1.16 -3.56  0.462
H: -2.22 -2.62 -1.36  0.316
H: 2.01 -0.20 5.13  0.309
C: -1.85 1.66 -1.53  2.582
C: 3.28 -0.52 -0.61  -1.768
C: -0.74 -3.19 1.24  -1.624
H: 2.89 -2.86 1.84  0.349
C: 2.19 -2.02 1.94  -1.208
H: -1.34 -2.14 -2.83  0.482
H: 1.29 3.20 -4.65  0.406
H: -0.37 -4.22 1.26  0.366
H: 4.05 -1.31 -0.65  0.349
H: 3.38 0.08 -1.51  0.455
H: 1.54 -2.23 2.79  0.234
C: 0.62 2.07 -0.99  0.172
C: 1.03 -0.65 5.35  -0.724
C: 1.91 -1.11 -0.48  1.057
H: 1.04 -1.73 5.13  0.311
C: -1.24 -2.63 -1.85  -1.586
C: -0.42 2.10 -1.93  0.248

The value obtained for the energy relative to the best compared isomer or geometry (same formula, charge and spin) is 0.0 kJ/mol. As for the spin multiplicity: 3. Its net charge is +1.



4.
A 2-piece molecular cluster, C3H2IN2S overall. Source: OMol25; level of theory: ωB97M-V/def2-TZVPD.

Each line ends with the Mulliken charge.
Atoms and positions in Å:
I: -7.00 -0.92 0.17  -1.000
S: 1.72 1.54 -0.51  0.025
H: 0.17 1.15 -2.13  0.341
C: 0.69 0.55 -1.38  0.075
N: 0.67 -1.22 0.19  -0.425
C: 0.99 -0.40 1.24  -0.129
H: 0.83 -0.90 2.19  0.371
C: 1.52 0.83 1.11  -0.226
N: 0.41 -0.63 -0.87  -0.032

The value obtained for the energy relative to the best compared isomer or geometry (same formula, charge and spin) is 280.9 kJ/mol. Its net charge is -1.



5.
A 2-piece molecular cluster, C3H9NO2 overall. Source: OMol25; level of theory: ωB97M-V/def2-TZVPD.

Each line ends with the Mulliken charge.
Atoms and positions in Å:
H: -0.48 2.15 1.45  0.352
H: -2.81 -0.61 -0.86  0.249
N: -1.88 -0.93 -1.07  -0.417
H: -1.96 -1.79 -1.59  0.190
C: -0.86 -0.34 -0.37  0.436
O: 0.15 1.91 2.15  -0.633
H: 0.56 -1.74 -0.65  0.290
O: -1.17 0.49 0.48  -0.632
H: 2.63 -0.13 -0.49  0.354
H: 1.90 -0.32 0.97  0.286
C: 1.67 0.11 0.00  -1.004
H: 1.42 1.15 0.09  0.241
C: 0.58 -0.65 -0.74  -0.316
H: -0.38 1.15 2.46  0.314
H: 0.65 -0.45 -1.83  0.289

The value obtained for the energy relative to the best compared isomer or geometry (same formula, charge and spin) is 75.0 kJ/mol. The SMILES is CCC(N)=O.O.



6.
C53H48FN2O3P2Ti as an isolated structure. Source: OMol25; level of theory: ωB97M-V/def2-TZVPD.

Each line ends with the Mulliken charge.
Atoms and positions in Å:
C: -0.97 2.86 0.23  0.078
H: 4.34 4.82 2.26  0.458
C: -0.24 -3.21 1.91  0.777
C: 1.07 -0.77 -3.73  -0.736
C: 1.49 1.65 -2.41  -0.522
C: 4.35 -3.71 1.47  0.129
O: -0.74 3.98 0.56  -0.571
C: 0.69 -0.16 6.29  -0.733
C: 2.66 3.51 2.50  -1.196
C: 1.39 0.47 -1.68  -0.017
H: -0.21 -0.82 8.12  0.443
H: -0.21 -6.56 2.39  0.515
H: 5.04 3.82 0.11  0.494
H: 1.47 0.28 4.35  0.305
C: -2.88 0.39 -5.45  -0.694
C: -2.44 0.29 3.28  -0.262
C: -2.66 1.69 -5.07  0.727
H: 1.08 -1.66 -1.78  -0.267
H: -1.78 -4.33 -0.90  0.565
N: -1.99 3.21 -3.29  0.085
H: -1.36 -2.73 7.07  0.491
C: -2.29 -0.48 -3.27  -1.358
H: 2.82 -1.16 2.88  0.741
H: 2.40 -2.87 2.93  0.847
H: 4.55 -3.23 2.42  0.515
H: -1.08 -2.25 0.15  -0.264
C: 2.31 1.91 0.73  0.534
C: -0.74 4.69 -4.82  -1.192
H: 3.77 -5.38 -1.96  0.457
H: -3.72 2.58 -6.68  0.537
C: 3.36 -3.23 0.62  -0.266
H: 3.35 -1.03 -0.61  0.875
C: -2.90 2.83 -6.01  -1.234
C: -0.40 -5.61 1.91  -0.916
C: -0.75 -2.07 6.47  -1.012
C: 2.23 -1.94 2.38  -1.386
C: 4.17 3.45 0.62  -0.876
H: -2.42 5.21 -3.58  0.563
C: -0.88 -3.18 0.68  0.408
Ti: -0.88 0.06 1.06  -0.508
N: 2.53 -2.11 0.98  1.408
C: -3.20 4.11 -5.24  -1.071
C: -1.05 -5.57 0.69  -0.872
H: -1.36 -6.50 0.22  0.482
H: -3.03 3.55 2.75  0.375
H: -1.42 4.47 -1.78  0.723
C: 3.44 2.40 0.07  -0.618
C: 1.93 2.46 1.96  -0.295
H: -3.56 -2.08 1.10  0.565
C: 3.93 -4.91 -1.00  -0.810
H: 2.36 3.94 3.45  0.521
C: 0.18 -1.47 4.33  1.017
H: -3.80 2.89 4.18  0.416
H: 1.21 0.67 6.76  0.488
C: -2.99 2.74 3.47  -1.601
C: 0.01 -4.44 2.53  -0.607
H: -2.16 -1.31 -2.60  0.766
H: -2.05 2.81 4.03  0.360
H: 1.06 2.10 2.49  0.347
C: -1.64 1.11 -1.51  0.095
C: -3.98 1.24 1.71  -0.372
H: 0.54 -4.49 3.47  0.573
H: -1.11 -3.16 4.67  0.453
C: -0.61 -2.31 5.11  -0.166
H: 5.53 -6.24 -0.45  0.437
H: 1.14 0.38 -5.54  0.520
H: -4.16 4.02 -4.73  0.373
P: 1.55 0.39 0.12  2.723
H: 1.51 2.53 -4.37  0.691
C: -1.60 3.44 -2.06  0.087
C: 3.77 4.00 1.84  -0.741
H: 3.67 -0.32 0.98  0.576
C: 2.92 -0.86 0.38  -1.457
C: -4.10 0.01 1.07  -0.781
H: -0.38 3.87 -5.44  0.300
H: 1.67 2.59 -1.92  0.593
H: -0.82 5.58 -5.44  0.444
H: 0.00 4.89 -4.05  0.387
C: 1.17 -0.74 -2.34  -0.096
C: -3.41 -1.11 1.55  -0.599
C: 3.15 -3.84 -0.61  -0.113
C: -2.23 1.92 -3.74  -0.049
F: -2.91 -1.90 -4.99  -0.352
C: 5.13 -4.79 1.08  -0.941
C: 0.83 -0.38 4.93  -0.559
P: 0.42 -1.66 2.56  0.231
C: -0.10 -1.00 7.06  -0.657
C: -2.69 -0.67 -4.56  0.089
O: -1.49 0.08 -0.68  0.300
C: -1.29 -4.36 0.06  -0.930
C: -1.42 2.43 -1.11  -0.505
H: 0.92 -1.72 -4.23  0.561
H: -4.54 2.09 1.34  0.575
C: 1.39 1.61 -3.80  -1.133
O: -0.87 1.82 1.14  0.559
H: -1.81 0.37 4.16  0.580
H: -2.02 2.97 -6.65  0.396
C: -2.06 0.84 -2.84  1.107
H: -4.74 -0.08 0.21  0.548
H: -2.18 -1.85 3.15  1.019
H: 5.90 -5.16 1.74  0.439
C: -3.14 1.40 2.81  0.720
C: -2.11 4.39 -4.22  -0.383
C: 4.92 -5.40 -0.15  -0.582
H: 2.36 -3.49 -1.26  0.251
H: -3.27 4.96 -5.91  0.428
C: -2.61 -0.97 2.68  -1.053
C: 1.19 0.40 -4.45  -0.857
H: -3.22 0.16 -6.46  0.587
H: 3.78 1.96 -0.86  0.556

The value obtained for the energy relative to the best compared isomer or geometry (same formula, charge and spin) is 0.0 kJ/mol. Its net charge is +3.



7.
C6H12O as an isolated structure. Source: OMol25; level of theory: ωB97M-V/def2-TZVPD.

Each line ends with the Mulliken charge.
Atoms and positions in Å:
H: -2.19 1.03 0.89  0.290
H: -0.55 0.16 -2.00  0.298
H: -1.35 -1.56 -0.58  0.282
C: -0.10 0.85 0.09  0.162
O: 1.08 -0.55 1.79  -0.561
C: 1.15 -0.35 0.42  0.411
H: -3.03 -1.06 -0.24  0.353
H: 0.81 -1.22 -0.19  0.165
H: 1.93 0.69 -1.16  0.231
H: -1.94 -1.47 1.08  0.313
H: 0.13 -0.45 1.94  0.338
H: 0.00 1.84 0.56  0.185
C: -1.50 0.43 0.26  -0.261
H: 3.15 -0.85 -0.40  0.284
H: 3.09 0.54 0.68  0.279
H: -0.81 1.93 -1.76  0.299
C: -1.98 -0.98 0.10  -1.123
C: -0.37 1.02 -1.36  -1.021
C: 2.50 0.02 -0.12  -0.925

The value obtained for the energy relative to the best compared isomer or geometry (same formula, charge and spin) is 463.1 kJ/mol.



8.
C21H16N7O2PtS as an isolated structure. Source: OMol25; level of theory: ωB97M-V/def2-TZVPD.

Each line ends with the Mulliken charge.
Atoms and positions in Å:
H: 0.00 3.34 2.80  0.578
C: 0.98 2.90 2.65  -0.063
C: 2.11 0.87 2.32  -0.159
C: -0.81 -5.02 -2.77  -0.655
C: -2.98 1.51 1.65  0.391
C: -3.00 -5.81 -2.22  -0.650
C: -3.19 -4.71 -1.40  -0.623
O: -0.90 2.74 0.27  -0.915
H: 4.30 3.41 2.46  0.410
N: 0.04 -2.98 -1.79  -0.042
N: -1.53 4.79 0.94  -0.415
H: -2.26 5.40 1.27  0.202
H: -1.66 -6.81 -3.56  0.371
N: -3.13 0.35 1.62  -0.680
C: -1.81 -5.96 -2.91  -0.573
H: -3.80 -6.53 -2.33  0.371
C: 2.22 -1.09 -2.05  -0.713
O: -0.17 0.91 2.49  -0.828
C: -0.04 -1.77 -1.17  0.415
H: 1.96 -0.20 2.19  0.419
Pt: -0.99 0.49 0.44  0.900
C: -0.98 -3.92 -1.93  0.274
N: 0.96 1.56 2.48  0.611
N: -1.12 -1.40 -0.45  0.009
N: 0.89 0.37 -0.67  -0.330
C: 1.04 -0.85 -1.30  0.910
C: 1.81 1.32 -0.85  -0.119
H: 4.22 0.93 2.18  0.441
S: -2.44 -2.43 -0.14  -0.180
C: 2.17 3.58 2.65  -0.878
N: -4.26 4.48 3.06  -0.541
C: 3.36 2.89 2.47  -0.149
C: -2.79 2.90 1.68  0.192
C: -2.18 -3.76 -1.24  0.722
H: 2.39 -2.04 -2.54  0.231
H: 2.15 4.65 2.78  0.438
C: 3.32 1.51 2.32  -0.765
H: 0.13 -5.13 -3.31  0.336
H: -0.88 5.15 0.26  0.264
H: 1.57 2.27 -0.38  0.489
H: 3.67 1.95 -1.68  0.447
H: 4.07 -0.32 -2.75  0.414
C: -3.63 3.74 2.44  -0.127
C: 2.97 1.14 -1.57  -1.002
H: 0.88 -3.17 -2.32  -0.031
C: -1.72 3.45 0.93  0.861
C: 3.17 -0.12 -2.18  -0.637
H: -4.12 -4.59 -0.86  0.378

The value obtained for the total energy is -50640.2191 eV. As for the spin multiplicity: 4.